This record from OMol25 describes a molecular structure, C36H38P2Ru. The level of theory is wB97M-V/def2-TZVPD.

The geometry in XYZ format:
```
77
Properties=species:S:1:pos:R:3:forces:R:3:lowdin_spin:R:1
C 0.34729 1.32216 5.68531 0.004 0.139 0.111 0.13
H -1.69771 1.66321 -3.25020 0.007 0.014 -0.008 0.00
C -3.15329 1.14547 1.24782 0.193 -0.090 0.005 0.01
H -2.33676 3.88367 3.20929 -0.010 -0.008 0.002 0.00
H 5.87312 -4.51963 -3.80638 0.012 0.004 0.005 0.01
C -1.18950 0.24175 -4.78038 -0.018 0.025 0.030 0.02
H 2.47827 3.87376 -1.01881 0.008 0.005 -0.002 0.00
H -2.29569 1.43352 3.14011 -0.050 0.015 0.018 0.00
P 0.42167 0.02428 1.22497 -0.102 -0.013 0.002 0.03
H -1.61612 3.42153 1.65958 -0.018 0.004 -0.017 0.00
H -3.68401 1.32473 -2.11399 -0.083 -0.012 0.008 0.00
H 5.14513 -2.40740 -4.86799 -0.005 0.002 -0.003 0.00
H -4.31667 2.52034 4.14662 0.011 -0.001 0.002 0.00
C -4.38101 1.95087 3.22046 -0.012 0.028 -0.009 0.00
C 0.40167 -1.46647 -4.16042 0.007 -0.036 0.045 0.03
H 0.42325 2.53128 2.54653 -0.005 0.043 0.058 0.01
C 3.35167 -3.74868 -1.69381 0.019 -0.042 0.087 0.05
H 5.14408 1.40886 1.25987 0.003 -0.007 0.001 0.00
H 0.47338 3.30819 4.89992 -0.007 0.007 -0.026 0.00
H 0.37997 1.61003 6.72941 0.000 0.060 -0.014 0.00
C 0.36465 1.80813 3.35288 0.046 0.114 0.079 0.28
H 4.73919 -5.36754 -1.78217 -0.012 0.001 0.002 0.00
H 3.29048 -0.06635 1.88336 -0.023 -0.023 -0.010 0.00
H 2.86093 -4.13432 -0.81028 0.021 -0.020 0.009 0.00
C 3.92456 2.72022 0.07434 0.011 -0.017 0.022 0.01
H -0.12205 0.66603 -1.57074 0.173 0.209 -0.212 0.01
C 3.09851 0.77911 1.23242 -0.012 0.051 0.010 0.02
H -1.79581 0.72253 -5.53702 -0.002 0.000 -0.002 0.00
H -0.46342 -1.27489 -6.10930 -0.009 0.006 -0.003 0.00
H -3.49329 2.77535 -0.14278 -0.029 -0.005 0.014 0.00
C 1.59111 2.17420 -0.06038 -0.017 -0.034 -0.006 0.02
C -3.55340 0.87271 -1.13911 0.013 0.015 -0.011 0.02
C 2.64724 3.00509 -0.39672 -0.016 0.014 -0.008 0.01
C -2.53219 3.38750 2.25908 0.007 0.019 -0.017 0.00
H -2.89225 -0.73536 2.29844 -0.061 0.009 0.008 0.00
C 0.45417 -0.95990 -2.86295 -0.059 -0.031 -0.106 0.06
H 0.25419 -2.30722 1.81867 0.004 0.044 0.026 0.00
C -3.09759 -0.28608 1.33353 0.158 -0.071 -0.040 0.00
C 0.25972 -0.06449 5.36444 -0.013 -0.171 -0.031 0.30
H 0.22539 -0.77998 6.17879 -0.002 -0.054 -0.045 0.01
H -0.37600 -2.31480 -0.55533 0.016 0.006 -0.006 0.01
H -3.67772 -0.83664 -3.17684 0.007 -0.010 -0.005 0.00
H -4.74151 -1.85193 -2.20450 -0.001 0.007 -0.003 0.00
H 0.19518 -1.58056 3.84531 -0.010 0.004 0.000 0.00
C -3.01790 1.96410 2.50519 -0.026 -0.014 0.011 0.01
Ru -1.49274 0.29437 -0.15026 -0.106 -0.183 -0.573 1.72
C -3.44156 1.70090 -0.01717 -0.021 -0.007 0.051 0.06
C -3.74173 -1.41202 -2.25658 -0.031 0.020 -0.032 0.00
H -5.14377 2.42019 2.59694 -0.010 -0.001 0.007 0.00
C 0.89050 -1.75160 1.12563 0.013 0.013 0.046 0.02
C -0.35048 0.14801 -2.53918 0.011 0.010 0.565 0.02
H -3.30348 -2.19317 0.34715 -0.136 -0.006 -0.019 0.00
H 1.92102 -1.87420 1.46458 0.003 0.029 0.006 0.00
C 0.39624 2.25161 4.67881 0.017 0.066 -0.005 0.02
H -3.29004 3.98807 1.75437 0.007 0.014 -0.002 0.00
C -3.35548 -1.11675 0.22820 -0.005 0.101 -0.011 0.06
C 3.57704 -2.06891 -3.46100 0.004 0.088 -0.095 0.06
H 0.91688 -3.43107 -0.23145 0.049 0.018 0.007 0.01
C 0.68040 -2.36501 -0.26635 -0.110 -0.089 -0.070 0.08
H -4.71052 0.94111 3.46651 -0.002 -0.007 -0.009 0.00
P 1.60535 -1.60054 -1.65440 0.264 -0.055 0.039 0.38
C -0.43052 -0.87240 -5.10504 -0.023 0.012 -0.043 0.00
C 1.81197 1.05175 0.74581 0.001 -0.043 -0.019 0.04
H 3.26676 -1.13561 -3.91647 0.033 -0.013 -0.001 0.00
C 4.14889 1.61274 0.88803 0.012 0.032 -0.015 0.00
H 0.59200 2.41164 -0.42037 0.029 0.020 0.023 0.01
C 5.04517 -3.96423 -3.38479 -0.029 0.025 -0.004 0.12
C -3.53247 -0.55321 -1.05141 0.017 -0.049 0.159 0.03
C 4.63118 -2.77461 -3.99022 0.011 0.008 -0.019 0.00
C -1.15238 0.76004 -3.48685 0.021 -0.037 -0.086 0.01
H 4.74979 3.37044 -0.18512 0.002 0.002 -0.005 0.00
C 0.28273 0.40475 3.01096 0.147 -0.175 0.065 0.13
C 0.23213 -0.51474 4.02409 -0.017 -0.008 -0.020 0.04
H -3.02697 -2.23448 -2.29382 -0.018 -0.013 0.003 0.00
C 4.40612 -4.44431 -2.23659 -0.013 -0.022 0.026 0.01
H 1.00557 -2.32021 -4.44135 -0.024 0.015 0.011 0.00
C 2.90145 -2.56494 -2.31892 -0.207 0.051 0.050 0.10
```
Forces are in eV/Å.

Properties
Net charge ... +4
Energy relative to the best compared isomer or geometry (same formula, charge and spin) ... 0.000 eV
LUMO level (alpha / beta) ... -12.5 / -15.2 eV
Spin multiplicity ... 5
Max |F| ... 0.0119 Eh/bohr
HOMO (alpha / beta) ... -18.856 / -19.587 eV
Frontier orbital gap (alpha / beta) ... 6.40 / 4.36 eV
Expectation value of S² ... 6.0515

---

This record from OMol25 describes a molecular structure, C36H39BaCl2PSb2. The level of theory is wB97M-V/def2-TZVPD.

The geometry in XYZ format:
```
81
Properties=species:S:1:pos:R:3:forces:R:3:mulliken_charge:R:1
H -0.80968 3.86295 0.40797 0.002 0.015 0.058 0.44
C -1.40461 2.72355 2.12312 -0.050 0.076 -0.017 -1.04
Sb -1.48987 1.90644 -2.40446 0.100 0.058 0.093 1.09
C -3.42690 0.25615 2.09322 -0.097 0.049 0.103 -0.23
H -0.63552 3.25019 2.69169 -0.026 -0.022 0.063 0.57
C 2.45201 0.06694 0.80948 -0.094 0.023 -0.021 -0.35
H -0.04794 2.35281 0.43683 -0.179 0.019 -0.014 0.39
C -2.16263 6.15184 -3.21252 -0.004 0.008 -0.001 -0.68
C -2.71650 1.74579 4.85751 -0.189 0.148 0.282 0.57
H 3.34311 1.91090 0.16388 -0.001 0.002 0.001 0.50
H 3.60925 1.03336 4.34512 0.003 -0.001 0.001 0.45
C -4.49956 1.41523 -2.85489 -0.014 -0.015 0.002 -0.13
H -2.18652 -1.07166 -3.01343 0.001 0.000 -0.011 0.53
P 1.26235 -2.32179 1.49020 -0.018 -0.087 0.002 0.85
C -3.15685 -0.58070 -2.99446 -0.036 0.001 0.017 -0.30
C -4.30371 -1.33754 -3.21089 0.020 -0.021 -0.011 -0.60
H -6.60745 1.14354 -3.12331 -0.001 0.002 -0.003 0.45
H -2.74720 -1.73652 1.57217 0.038 -0.057 0.062 1.28
C -4.03982 2.88701 7.01369 0.001 -0.016 -0.010 -0.52
H -2.34452 3.25854 2.27587 0.004 -0.020 0.062 0.47
H -5.39466 1.22925 6.86215 -0.001 -0.001 -0.001 0.41
C 2.61544 -0.43917 3.14994 -0.042 0.062 0.004 -0.46
H -2.95332 4.98138 -6.28985 0.001 -0.001 -0.001 0.40
C 2.49780 -3.38536 0.66967 -0.007 -0.007 0.008 -1.31
C -3.49774 -0.96124 1.41013 0.077 0.003 0.068 -0.66
C -2.35058 3.76824 -4.63133 -0.001 0.000 -0.002 -0.55
H 2.18085 -0.22317 -0.20657 0.074 -0.038 -0.074 0.81
C 1.00212 -3.14365 3.09204 0.017 -0.011 -0.002 -1.41
C -1.86603 4.94956 -2.58594 -0.001 -0.005 0.000 -0.03
H 3.34488 -3.56765 1.33106 0.002 -0.004 -0.003 0.43
C -4.51175 1.70549 6.45750 0.002 0.033 0.024 -0.60
H -2.08735 7.07956 -2.66106 0.000 0.000 -0.001 0.40
C 3.12345 1.26643 1.00530 -0.018 0.022 -0.008 -1.03
H -6.38011 1.56094 1.03745 0.001 0.006 0.001 0.44
H -1.56102 4.95957 -1.54564 0.004 0.005 0.000 0.19
C -5.64061 0.65934 -3.07499 0.011 -0.007 0.000 -0.81
C -2.64844 4.97288 -5.25205 -0.004 0.001 0.004 -0.60
C -5.54193 -0.71650 -3.25227 -0.003 -0.002 -0.004 -0.57
C 3.53354 1.61761 2.28407 -0.007 -0.001 0.025 -0.54
C -3.85183 1.13190 5.38167 0.013 -0.040 -0.042 -0.49
C -4.48948 1.15239 1.95609 0.050 0.030 -0.024 -0.60
H 2.85590 -2.91297 -0.24434 -0.007 0.003 -0.003 0.36
C -2.23843 2.92428 5.42312 0.059 0.000 -0.035 -0.48
H -4.23337 0.21258 4.95176 -0.006 0.006 0.008 0.40
H -4.22627 -2.40436 -3.37149 -0.005 -0.004 0.005 0.52
H -1.90080 -4.99742 -2.34428 -0.007 0.012 -0.004 0.35
H -6.43284 -1.30111 -3.44160 -0.001 -0.002 -0.004 0.44
C -2.14348 2.38726 -0.35216 -0.063 0.042 -0.225 -1.14
C -3.24952 0.79793 -2.81545 -0.006 0.044 0.036 -0.04
Sb -1.70869 0.84560 3.26771 0.057 0.060 -0.197 1.03
H -2.77044 1.55850 0.00207 0.038 0.042 0.048 0.44
H -4.58646 -2.19332 0.02790 0.009 -0.004 0.011 0.24
H -4.55664 3.33227 7.85296 0.000 0.001 0.001 0.40
H -4.58328 2.49008 -2.73799 0.002 0.003 -0.005 0.43
C 3.27864 0.76539 3.35037 -0.013 -0.016 -0.021 -0.71
C -1.04057 2.81804 0.62981 0.046 0.080 0.117 -1.11
C -5.56135 0.85892 1.12734 0.002 -0.031 -0.021 -0.84
H 1.94654 -3.36895 3.58864 0.000 -0.004 -0.002 0.45
H -6.41418 -0.54908 -0.25158 0.007 -0.002 0.011 0.52
Cl -3.94798 -4.55048 -1.27997 -0.005 0.008 0.000 -0.12
Ba -0.77941 -0.11121 0.28533 0.189 -0.720 -0.461 0.75
H 2.43533 -1.09022 3.99499 0.002 -0.004 0.002 0.37
C -2.90455 3.49537 6.49811 -0.017 -0.007 0.008 -0.56
C -2.23497 -4.91421 -1.31769 0.016 0.006 -0.016 -0.54
H -2.43223 2.84548 -5.19480 0.000 0.002 -0.002 0.39
C -1.96498 3.75641 -3.29382 -0.027 0.004 -0.033 0.27
H -1.34811 3.40782 5.03756 -0.002 0.009 0.008 0.30
C -4.55776 -1.24998 0.55554 -0.024 0.047 -0.025 -0.33
H -2.87957 3.18259 -0.48105 0.097 0.097 0.070 0.66
H -4.48300 2.08958 2.50185 -0.007 -0.004 0.001 0.42
C -5.58489 -0.33056 0.40751 -0.006 0.003 0.008 -0.57
H -2.78447 7.10040 -5.03051 -0.001 0.000 0.000 0.40
H 0.38460 -2.52870 3.74684 -0.003 0.008 -0.010 0.33
H 0.47493 -4.08051 2.90933 0.002 -0.001 0.009 0.37
Cl -1.23315 -3.63828 -0.53733 0.002 0.003 0.036 -0.09
H 2.03432 -4.33603 0.40513 -0.004 0.005 0.001 0.41
H -2.53401 4.41313 6.93441 0.002 0.002 -0.003 0.42
H -2.05354 -5.82275 -0.75713 0.018 0.000 -0.004 0.37
C -2.55399 6.16257 -4.54357 0.003 -0.002 0.001 -0.46
C 2.19620 -0.80804 1.87317 0.025 0.109 0.059 0.38
H 4.06270 2.54679 2.44669 0.001 -0.001 0.002 0.45
```
Forces are in eV/Å.

Properties
Net charge ... +2
Energy relative to the best compared isomer or geometry (same formula, charge and spin) ... 0.000 eV
LUMO level ... -5.1 eV
Max |F| ... 0.0170 Eh/bohr
HOMO ... -13.441 eV
Frontier orbital gap ... 8.32 eV

---

This record from OMol25 describes a molecular structure, C36H39ClIrP2 in a non-equilibrium geometry. The level of theory is wB97M-V/def2-TZVPD.

The geometry in XYZ format:
```
79
Properties=species:S:1:pos:R:3:forces:R:3:lowdin_spin:R:1
C 0.24500 1.14939 -3.16561 -1.239 2.270 -1.110 0.06
Cl 4.05434 -1.07661 -0.89447 0.075 -0.077 -0.353 0.09
C 0.01509 3.11926 1.44580 0.308 -0.387 0.035 0.04
C 0.13733 -1.26990 -2.06632 -0.243 -0.488 -2.692 0.14
H -2.34731 1.89127 0.32126 -0.217 -0.274 0.191 0.01
C 1.42950 2.49547 -0.85834 -0.736 -0.016 -0.994 0.05
C -1.21194 -1.19431 -1.82740 -0.739 -0.777 0.184 0.21
H -2.36436 -0.77923 -3.69096 0.512 -0.009 0.944 0.01
C -1.23737 -4.09839 -0.14985 0.290 0.767 0.065 0.01
C -1.61794 -2.25968 2.76607 0.003 0.353 -0.491 0.05
H -2.21628 -0.30107 3.51994 0.103 -0.410 0.216 0.00
H -1.17192 -4.34092 2.26840 -0.204 0.350 0.477 0.00
H -1.57335 3.93479 0.18703 0.323 0.159 0.501 0.00
C -2.74850 -1.91940 4.87124 -0.010 0.302 -0.217 0.00
H 0.99307 -6.27435 -1.56435 -0.118 0.520 0.055 0.00
H 1.76328 -2.70729 0.73087 0.029 -0.219 0.053 0.01
C 1.04445 -3.41468 0.31860 -0.201 0.398 -0.673 0.04
H -3.04671 -0.46343 0.91083 0.496 0.459 0.207 0.01
C 0.62192 -5.39618 -1.02525 0.227 0.458 -0.211 0.00
C -2.17972 1.09070 -2.56667 -0.258 -0.262 0.334 0.02
C -0.74849 -5.16945 -0.91072 -0.488 0.130 0.521 0.02
C 0.92117 3.31945 2.50233 -0.378 0.223 -0.287 0.01
Ir 0.91028 -0.44176 -0.28391 0.870 -0.670 2.740 1.84
H 1.86098 0.44963 -1.57720 0.980 1.270 -0.475 0.04
C 0.83991 4.51265 3.22979 -0.326 -0.275 -0.457 0.00
C 0.28364 0.09650 -4.22319 -0.244 -0.344 -0.137 0.02
C -1.61856 -3.65134 2.99143 -0.114 0.158 -0.194 0.02
C -2.26724 -0.47153 -2.61701 -1.270 -0.309 -0.255 0.03
H -0.20294 6.38497 3.44941 0.072 -0.155 -0.116 0.00
H 0.92233 -1.79342 -1.45923 -0.429 -1.719 -0.249 0.04
H -0.69269 2.50567 -1.79765 0.127 -0.529 -0.666 0.00
H -2.79756 1.48517 -1.74584 0.086 -0.354 -0.335 0.00
H 0.51446 -2.13415 -4.09295 -0.166 0.946 0.755 0.00
C 3.51730 3.24325 -2.59259 0.111 -0.480 0.379 0.01
H -1.63783 -1.73694 -0.97526 0.344 0.328 -0.629 0.02
C 1.64538 3.85185 -1.13799 0.572 -0.152 0.173 0.01
C 2.19564 1.55597 -1.55496 0.785 0.268 0.177 0.14
C -0.32361 -3.16131 0.43068 -0.138 -0.665 -0.730 0.08
C -0.77425 1.56731 -2.36760 -0.108 0.462 -2.176 0.03
C 3.27615 1.87007 -2.37789 -0.284 0.534 0.285 0.02
H 0.52827 0.75166 2.27319 -0.122 -0.313 -0.145 0.02
C 1.50757 -4.46026 -0.47962 -0.233 -0.357 0.264 0.01
P 0.10761 1.70566 0.27802 0.685 2.273 0.056 0.32
H -1.70445 6.06009 1.44908 0.353 -0.195 0.357 0.00
C 0.69822 -1.19303 -3.49703 1.278 -0.410 0.284 0.03
C -0.12742 5.46818 2.86848 0.128 0.161 0.063 0.00
C -0.98649 5.29903 1.76984 0.355 -0.525 0.115 0.00
H 3.30414 -0.82068 1.24414 -0.523 -0.120 -0.130 0.02
C 3.01058 -0.32358 0.31649 1.571 0.327 0.053 0.27
H 1.05899 0.36115 -4.96738 -0.432 -0.153 0.373 0.00
C -2.81557 -3.29994 5.04967 0.119 -0.145 -0.123 0.02
H -0.65242 -0.04677 -4.77758 0.118 0.141 0.272 0.00
P -0.87832 -1.55380 1.20481 -2.880 -1.152 1.863 0.41
C -2.26612 -4.16966 4.10777 0.119 0.443 -0.251 0.00
H 1.00679 4.62419 -0.70628 0.279 -0.202 0.007 0.00
C -2.18585 -1.37932 3.71669 0.148 -0.474 -0.456 0.02
H 1.54506 4.66004 4.05214 -0.427 0.196 -0.243 0.00
H 2.97539 5.28123 -2.06697 -0.232 -0.540 -0.180 0.00
H -1.47629 -5.81267 -1.41933 0.383 0.089 0.409 0.00
H 1.86246 -0.36683 2.37558 0.283 -0.123 -0.452 0.02
H 0.31624 -0.87737 2.64110 0.439 0.260 0.341 0.05
C 0.87910 -0.22930 1.93098 -0.354 -0.562 2.508 0.27
C 2.72898 4.21689 -1.95983 -0.105 -0.113 0.098 0.00
H -2.35071 -5.24648 4.19250 0.044 0.105 0.257 0.00
C -1.59567 1.11675 0.45032 -0.365 0.527 -0.476 0.24
H -2.64189 1.49587 -3.49322 0.515 -0.201 0.432 0.00
H -2.32325 -4.00400 0.00797 0.575 0.170 -0.250 0.00
H 1.80476 -1.16435 -3.36194 -0.562 -0.068 -0.205 0.00
H 4.34809 3.52154 -3.24104 -0.239 0.103 0.207 0.00
C -0.91508 4.10165 1.05621 0.047 -0.079 0.213 0.02
H 3.85734 1.06644 -2.85369 -0.273 0.614 0.183 0.00
C -1.99377 -0.14163 0.83277 1.099 -0.793 -0.216 0.15
H 1.68599 2.56453 2.73613 -0.379 0.436 -0.065 0.00
H -3.29932 -3.71563 5.92351 -0.014 0.099 0.036 0.00
H -3.15995 -1.23656 5.61002 -0.002 -0.233 -0.060 0.00
H 2.56222 -4.49036 -0.70127 0.199 -0.377 0.236 0.00
H -3.24242 -0.75104 -2.15237 0.641 0.110 -0.447 0.00
H 3.29164 0.74398 0.42803 -0.240 -0.609 -0.167 0.02
H 1.12290 1.77637 -3.25832 -0.399 -0.090 0.391 0.00
```
Forces are in eV/Å.

Properties
Net charge ... +2
Energy relative to the best compared isomer or geometry (same formula, charge and spin) ... 5.240 eV
LUMO level (alpha / beta) ... -6.6 / -9.3 eV
Spin multiplicity ... 6
Max |F| ... 0.0704 Eh/bohr
HOMO (alpha / beta) ... -11.765 / -14.090 eV
Frontier orbital gap (alpha / beta) ... 5.21 / 4.79 eV
Expectation value of S² ... 8.7802